The ion C5H10N with charge +1. Source: OMol25; level of theory: the ωB97M-V functional and the def2-TZVPD basis.

**HOMO-LUMO gap**: 8.29 eV
**Energy**: -6827.3041 eV
**LUMO level**: -0.213 Ha
**ΔE to the lowest compared entry with this formula, charge and spin**: 279.60 kJ/mol
**Structure (SMILES)**: C=[NH+]C(=C)CC

ORCA input file:
```
! wB97M-V def2-TZVPD RIJCOSX def2/J DEFGRID3
* xyz 1 1
C -0.814 -0.839 1.198
C -0.080 -1.214 -0.043
C 0.716 -0.049 -0.633
C 2.056 0.034 -0.585
C -1.232 1.511 -0.770
N 0.056 1.294 -0.820
H -0.370 -0.085 1.848
H -0.820 -1.752 1.771
H -1.864 -0.392 1.170
H -0.702 -1.673 -0.754
H 0.640 -2.036 0.295
H 2.626 -0.905 -0.798
H 2.597 0.775 -0.012
H -1.500 2.564 -0.943
H -1.942 0.738 -0.531
H 0.634 2.028 -0.393
*
```